[1]
{
  "formula": "C13H21F3N4O17",
  "method": "ωB97M-V/def2-TZVPD",
  "symbols": ["H", "C", "H", "O", "H", "O", "C", "H", "O", "N", "O", "C", "H", "H", "O", "C", "O", "H", "C", "H", "H", "F", "O", "C", "C", "H", "O", "C", "O", "H", "F", "F", "H", "H", "O", "O", "O", "H", "O", "C", "N", "H", "N", "C", "N", "O", "H", "C", "C", "C", "H", "H", "O", "O", "H", "H", "O", "H"],
  "positions_angstrom": [[-0.198, 3.471, -2.937], [-1.353, -1.021, -2.206], [5.351, 0.229, 1.650], [2.241, -1.681, 1.484], [0.470, 2.226, 2.647], [-1.845, 2.723, -0.714], [-1.136, 2.172, 0.173], [-1.969, -2.812, 6.189], [-0.792, -1.918, 3.755], [-1.886, -2.226, 4.153], [-2.788, -2.664, 3.463], [5.103, 1.182, 1.185], [-4.639, 0.464, -1.301], [-6.006, 1.509, -0.782], [-1.549, 1.062, 0.805], [0.520, 1.684, 1.702], [1.011, -3.385, 0.505], [-0.824, 0.213, 2.618], [-2.206, -1.946, 5.570], [0.058, -0.224, 1.276], [1.312, -1.927, -3.384], [1.816, -5.937, 2.295], [1.884, 4.572, -4.920], [0.611, -1.092, -3.395], [0.753, -0.185, -2.204], [0.235, -5.387, 0.556], [1.976, -3.709, 2.454], [-0.485, 0.634, 1.672], [1.174, 2.589, -5.156], [-1.471, -1.165, 5.767], [1.762, 1.244, 1.549], [0.785, 1.087, -2.500], [-0.681, -4.168, 1.425], [-3.149, -1.443, 5.784], [-0.412, -0.412, -1.471], [0.059, 2.597, 0.714], [6.310, 2.453, -0.391], [-0.024, 5.064, -3.542], [-2.485, -1.199, -1.761], [1.110, -4.763, 2.350], [-5.293, 1.899, -2.739], [4.868, 2.071, 1.771], [6.355, 1.446, 0.315], [-0.081, 4.026, -3.867], [1.090, 3.729, -4.648], [-4.652, 1.455, -3.621], [-0.846, 3.702, -4.574], [1.749, -2.826, 1.490], [-5.048, 1.474, -1.303], [0.327, -4.474, 1.143], [0.405, -4.714, 3.181], [-4.427, 2.343, -1.086], [-0.805, -1.460, -3.317], [-6.121, 2.827, -2.854], [0.744, -0.638, -4.377], [1.593, -0.428, -1.552], [7.314, 0.691, 0.321], [4.185, 0.967, 0.639]],
  "mulliken_charge": [0.10, 0.58, 0.34, -0.56, 0.21, -0.56, 0.61, 0.30, -0.48, 0.90, -0.52, -0.49, 0.21, 0.29, -0.24, 0.22, -0.26, 0.14, -0.83, -0.15, 0.27, -0.32, -0.54, -0.38, 0.45, 0.31, -0.32, 0.23, -0.54, 0.34, -0.14, -0.21, 0.25, 0.32, -0.19, -0.32, -0.52, 0.34, -0.59, 0.37, 0.86, 0.26, 0.84, -0.61, 0.91, -0.52, 0.31, 0.73, -0.46, -0.38, 0.20, 0.18, -0.38, -0.56, 0.28, 0.12, -0.52, 0.10],
  "homo_ev": -10.480,
  "total_charge": 0,
  "relative_energy_ev": 1.5964,
  "smiles": "O=C1OC[C@@H](F)O1.O=C1OC[C@@H](F)O1.O=C1OC[C@@H](F)O1.C[N+](=O)[O-].C[N+](=O)[O-].C[N+](=O)[O-].C[N+](=O)[O-]",
  "homo_lumo_gap_ev": 9.6089
}

=====

[2]
{
  "formula": "C13H21N3O2PPtS5",
  "method": "ωB97M-V/def2-TZVPD",
  "symbols": ["H", "S", "H", "H", "C", "C", "H", "S", "S", "N", "C", "C", "Pt", "H", "C", "P", "S", "H", "H", "C", "H", "H", "H", "H", "C", "N", "C", "C", "C", "H", "H", "H", "S", "H", "H", "O", "O", "C", "H", "N", "C", "H", "H", "C", "H", "H"],
  "positions_angstrom": [[-4.591, -1.944, -0.100], [0.471, 1.767, 1.519], [-5.791, -1.485, -1.314], [-4.808, 2.003, -1.439], [1.080, -4.375, -0.330], [3.507, 4.643, 0.592], [3.017, -2.126, 1.249], [1.702, -2.706, -0.633], [3.679, 3.520, -0.814], [-3.946, 0.644, -2.858], [3.143, -4.323, 0.995], [3.132, -2.882, 0.471], [0.218, 0.214, -0.197], [0.386, -4.284, 0.509], [2.328, -5.180, 0.022], [-1.970, 0.039, -1.031], [2.066, 1.136, -1.345], [2.901, -5.414, -0.877], [-3.304, -0.221, 1.001], [-4.774, -1.310, -0.964], [-3.339, -1.072, -3.983], [2.038, -6.125, 0.477], [0.563, -4.714, -1.225], [-5.921, 0.768, -2.071], [-4.917, 0.950, -1.692], [-4.635, 0.098, -0.590], [-2.446, -1.663, -1.598], [-3.391, 0.396, 0.106], [-4.065, -0.858, -3.200], [-1.788, -1.989, -2.404], [-1.885, 0.832, -3.352], [4.003, -2.641, -0.137], [2.191, 4.121, 1.747], [-3.367, 1.440, 0.422], [-4.234, 1.191, -3.675], [4.162, 5.601, 0.756], [0.670, -1.764, 0.114], [1.741, 2.765, 0.860], [-5.072, -1.013, -3.583], [-3.832, -1.643, -2.036], [2.417, 2.487, -0.343], [-2.322, -2.354, -0.762], [-2.501, 2.081, -2.270], [-2.536, 1.014, -2.496], [4.164, -4.692, 1.068], [2.708, -4.366, 1.993]],
  "mulliken_charge": [0.37, -0.15, 0.30, 0.38, -0.61, 0.54, 0.33, 0.43, 0.02, -0.02, -0.67, -0.49, 0.87, 0.36, -0.72, 0.71, -0.22, 0.34, 0.43, -0.86, 0.38, 0.36, 0.46, 0.37, -0.73, 0.18, -0.84, -0.83, -0.75, 0.46, 0.49, 0.45, 0.04, 0.48, 0.36, -0.30, -0.63, 0.18, 0.36, 0.19, 0.26, 0.41, 0.49, -0.86, 0.34, 0.33],
  "multiplicity": 5,
  "homo_ev": [-16.670, -17.803],
  "total_charge": 3,
  "s_squared": 6.02,
  "relative_energy_ev": 0.2523,
  "homo_lumo_gap_ev": [8.5466, 5.6056]
}